This record from OMol25 describes a single C23H31NO7 molecule. The level of theory is ωB97M-V/def2-TZVPD.

Output
* LUMO: 0.48 eV
* energy above the lowest of the compared OMol25 structures with the same formula, charge and spin: 0.305 eV
* structure (SMILES): COc1c(C)c2c(c(O)c1C/C=C(/C)CCC(=O)OCCN1CCOCC1)C(=O)OC2
* HOMO level: -8.63 eV
* HOMO-LUMO gap: 9.1 eV

Geometry (Å):
H -1.94344 -1.37044 -2.51689
C -2.50969 3.37707 1.44638
O -1.15515 3.76037 1.61674
H -2.68060 -3.16874 -1.26089
C -2.46692 2.11888 0.63314
O 3.35639 -2.70508 1.25009
H 2.90689 -0.00492 3.24901
O 4.15582 1.21590 -2.68893
H 1.12616 -2.41566 -0.54736
H 2.62800 1.83114 1.75798
C -0.25998 -2.39049 1.10367
H 4.25652 -0.89775 -0.09177
H 3.38475 3.07172 -2.63939
H -1.10329 -5.01223 1.16518
H 3.06755 -0.46091 -2.19303
C -1.43233 -1.38792 -1.55273
H 2.73128 2.97314 -0.20428
C 3.46925 2.28738 -0.61969
H 4.47682 2.70747 -0.45493
C -1.91396 -4.30408 0.99626
H -5.99374 -0.08809 -1.34563
C 3.23800 2.12238 -2.12137
C -1.76656 -0.12530 -0.80151
O 2.04892 -0.92321 1.63875
H -2.67019 -4.77946 0.37758
H 4.03231 -0.86017 2.16674
H 4.37471 1.49527 1.81593
H -0.27684 -2.71375 2.14621
H -0.35774 -1.40171 -1.73214
C 2.28786 -2.14987 1.16992
C -0.32246 2.88354 1.01180
C -0.73618 0.70688 -0.33742
H -3.04199 4.19051 0.94096
H -0.37322 -1.30915 1.08589
H -5.20519 -0.93089 -2.69203
H -4.78897 0.76230 -2.34970
C -4.92012 1.61709 0.54258
N 3.33349 0.98729 0.02620
C -3.10956 0.19108 -0.56828
O 0.87825 3.00720 1.03748
C 3.14954 -0.21360 2.20260
C -1.38591 -3.05573 0.35387
C 4.07006 -0.03237 -2.04242
H 2.21173 1.76502 -2.29423
H -5.43038 2.15656 -0.25515
H 1.23268 -3.84508 0.48030
O -4.01701 -0.69709 -1.08099
C 4.33088 0.09087 -0.54147
H 1.19216 0.94822 -0.16497
O 0.53337 0.39499 -0.62741
C 1.09152 -2.76298 0.48766
C 3.39746 1.11079 1.47287
H -2.95451 3.22988 2.43720
H -2.35551 -4.06982 1.96487
C -1.87171 -2.61849 -0.80218
C -5.05744 -0.19529 -1.89925
H -5.45873 0.69347 0.73975
H -4.95468 2.23294 1.43782
C -3.49423 1.31887 0.18273
C -1.12350 1.83938 0.37971
H 5.35265 0.47725 -0.37948
H 4.81669 -0.67452 -2.51235

Force components x, y, z for each atom (eV/Å):
0.1 0.0 0.0
-0.6 0.0 0.0
0.4 0.3 0.2
-0.1 -0.2 0.0
0.5 -0.3 -0.2
0.0 0.0 0.0
0.0 0.0 -0.1
0.1 0.0 -0.1
0.0 0.0 0.0
0.2 0.0 0.0
0.1 0.1 -0.3
0.0 0.0 0.0
-0.1 0.0 0.1
0.1 -0.1 0.1
0.1 0.0 0.0
0.0 0.1 0.1
0.1 0.0 0.0
0.0 0.1 -0.4
0.0 0.0 0.0
-0.1 0.1 -0.1
0.1 0.0 0.0
-0.1 0.3 0.2
0.2 0.0 -0.2
-0.3 0.3 0.1
-0.1 -0.1 0.0
-0.2 0.2 0.1
-0.1 0.0 0.0
0.0 0.1 0.0
-0.1 0.0 -0.1
0.1 -0.6 -0.2
0.3 -0.3 -0.2
-0.6 0.3 0.0
0.1 -0.1 0.1
0.0 0.0 0.1
0.0 0.1 0.0
0.0 0.0 0.0
0.1 -0.1 -0.1
0.0 0.2 0.2
0.3 0.4 0.1
-0.2 0.1 0.1
0.7 0.2 0.1
0.0 -0.1 0.1
0.2 -0.2 0.2
0.0 0.1 0.0
-0.1 0.0 0.0
0.1 0.1 0.0
0.2 0.1 0.4
-0.1 -0.1 -0.4
0.1 -0.1 0.0
-0.1 -0.1 -0.1
-0.1 0.1 0.2
-0.3 -0.2 0.1
0.0 0.0 -0.1
0.0 0.0 0.1
0.0 -0.1 -0.1
-0.3 0.0 -0.3
-0.1 0.0 0.0
-0.1 0.0 0.1
-0.1 -0.1 -0.1
-0.5 0.1 0.1
-0.1 0.0 0.0
-0.1 0.0 0.1



This record from OMol25 describes a molecular structure, C23H32AuN4O6. The level of theory is ωB97M-V/def2-TZVPD.

Output
* LUMO (alpha / beta): -3.34 / -5.92 eV
* energy above the lowest of the compared OMol25 structures with the same formula, charge and spin: 0.668 eV
* multiplicity: 3
* charge: +1
* HOMO level (alpha / beta): -11.73 / -11.71 eV
* HOMO-LUMO gap (alpha / beta): 8.4 / 5.8 eV

Geometry (Å):
H 1.02245 2.45038 -1.72794
H -1.80328 -1.07810 -1.82658
C 1.91557 5.86392 2.85901
H -1.12986 -1.22711 6.36078
O -1.59641 0.47184 0.90235
H 4.64250 2.92225 0.12263
H -0.96563 0.40977 -3.71936
Au 0.17988 -0.07001 -0.17258
H -1.04670 3.83796 -1.25179
O 3.25423 1.26937 -0.98587
C 3.57282 3.48475 1.76955
H -3.04583 -0.73062 -3.03566
H 0.04969 4.56623 -2.43977
C -2.83298 1.38199 2.64893
C 3.30023 -2.15407 -2.13669
C -1.78895 0.45063 2.11408
H 0.27228 -1.54339 -3.18164
C 2.23585 3.29478 2.44925
H 3.35136 1.52868 5.26485
C 1.40322 2.15161 1.85649
H -1.44177 3.79112 -2.98100
N 1.43025 -1.17900 -1.47292
N 1.75095 1.52881 0.69872
C 0.62746 -2.19408 3.66308
H -2.16830 1.60992 -3.24805
H 4.12310 1.60243 3.68372
O 0.37948 1.82587 2.47197
H -3.22545 1.96847 1.82579
C -0.62797 3.73027 -2.25506
H -2.36776 2.04759 3.37931
H 0.40030 4.34310 2.69914
C 2.48759 3.01582 3.94250
H 1.96970 5.79992 3.94769
H -2.22172 0.20552 4.70636
N 2.69042 -1.48835 -1.14751
H 1.20019 4.71610 1.17860
H 0.73657 -2.74000 5.71446
C 3.16098 1.66829 4.19978
O -0.65598 1.31247 -1.88486
H 2.53171 0.83868 3.86259
C -0.80220 -1.27056 5.33026
O 0.38640 -1.54816 1.47693
C 1.36780 4.57352 2.25289
C -1.54999 0.79230 -2.87848
H 3.09275 -1.11375 -0.30349
C 1.23037 -1.65737 -2.69649
H -3.64798 0.83888 3.13237
H 1.41876 -2.85198 3.32630
H 4.32947 -2.46384 -2.05561
H 3.12445 3.81113 4.32368
C -1.07875 -0.46530 3.05259
C -2.41562 -0.28263 -2.26735
C 0.13787 2.42780 -2.35337
H 2.52951 -2.78670 -4.10475
C 2.38393 -2.29704 -3.15701
H 0.46005 2.21917 -3.37466
C -0.01658 -1.38415 2.64923
O 4.43832 4.21487 2.19661
H 1.24884 6.69167 2.60883
C 2.91593 1.83078 0.04712
H 1.52925 3.06611 4.45860
H -3.05238 0.13108 -1.48536
H 2.91027 6.10111 2.48695
N 3.76969 2.77616 0.60541
C 0.24372 -2.13226 4.96802
C -1.43517 -0.45667 4.37259

Force components x, y, z for each atom (eV/Å):
0.1 -0.1 0.1
-0.1 0.0 -0.1
0.0 -0.1 0.0
0.0 0.0 0.0
0.1 0.1 -0.2
0.1 0.0 -0.1
0.1 0.0 0.0
0.1 0.1 -0.4
0.1 0.0 -0.1
-0.1 0.1 0.1
0.2 0.1 0.0
0.0 0.0 0.0
0.0 0.0 0.0
0.0 -0.1 0.1
0.0 0.1 0.0
0.0 0.0 0.2
0.1 0.0 0.1
-0.1 -0.1 0.1
0.0 0.0 0.0
-0.1 -0.1 0.1
0.1 0.0 0.1
0.2 0.2 0.1
-0.3 0.2 0.2
-0.1 0.0 0.0
0.0 0.1 0.0
0.0 0.0 0.0
0.3 0.0 -0.3
0.0 0.0 0.0
-0.1 0.0 0.0
0.0 0.0 0.0
-0.1 0.0 0.0
0.0 -0.1 0.0
0.0 0.0 -0.1
0.0 0.0 0.0
0.0 -0.2 0.0
0.0 0.0 0.0
0.0 0.0 0.0
0.0 0.0 -0.1
0.0 -0.1 0.0
0.0 0.0 0.0
0.0 -0.1 0.0
0.1 -0.1 -0.1
0.1 0.1 0.0
0.0 0.0 0.1
0.0 0.1 -0.1
-0.1 -0.1 0.0
0.1 0.0 0.0
0.0 0.1 0.0
-0.1 0.0 0.0
0.0 0.1 0.0
0.1 0.1 -0.2
0.1 0.0 0.0
-0.1 0.0 0.0
0.0 0.0 0.1
0.0 0.1 0.0
0.0 0.0 -0.1
0.0 0.0 0.0
-0.1 -0.1 0.0
0.0 -0.1 0.0
0.0 -0.1 0.2
0.0 0.0 0.0
0.0 0.0 0.0
0.0 0.0 0.0
-0.2 0.0 -0.1
-0.1 0.1 0.1
0.0 0.0 0.2



This record from OMol25 describes a molecular structure, C23H32Cl2CoF3N3OP. The level of theory is ωB97M-V/def2-TZVPD.

Output
* LUMO (alpha / beta): -2.42 / -3.01 eV
* energy above the lowest of the compared OMol25 structures with the same formula, charge and spin: 0.267 eV
* multiplicity: 4
* charge: +1
* HOMO level (alpha / beta): -10.73 / -10.74 eV
* HOMO-LUMO gap (alpha / beta): 8.3 / 7.7 eV

Geometry (Å):
F -6.49931 -4.50592 -2.22253
H 3.91557 -1.77358 -1.51061
P 0.27772 1.75691 1.38651
H 1.83847 -1.93206 2.96005
N 1.09323 2.63541 2.50658
C 3.43324 -1.11733 1.77997
C -4.47279 -3.75073 -3.05052
H 2.66042 3.72656 1.56328
C -1.17629 0.96495 3.52081
C -4.19699 -2.59071 -3.75464
C 1.68094 -2.56099 0.93080
C -2.49679 -3.48449 -1.74811
H 5.49526 -0.17749 -0.77786
H 1.01167 4.37719 1.35550
C -2.17501 -2.29753 -2.45301
H -0.88068 3.55278 -1.26354
H -1.17316 3.92835 2.42994
C 2.25876 -2.53830 -0.32942
Co 1.63227 -0.10454 -1.02345
H -1.48999 -1.18628 2.12923
C -0.98989 -1.59024 -2.16015
H 1.69916 0.93965 3.58980
H 3.86986 -0.56544 2.62013
H 6.03349 -0.67387 0.88291
H 1.91600 2.50343 4.39682
C -5.74324 -4.48951 -3.32988
H -0.86453 -0.56660 0.57099
O 1.16323 1.14111 0.31162
Cl 3.11086 1.09924 -2.38626
H -4.86900 -2.25153 -4.53327
N -0.74841 2.81040 0.69169
H -1.53971 4.72345 0.94099
H -2.31974 0.16878 1.29841
F -5.56026 -5.74280 -3.68725
C -1.55474 3.74525 1.44293
H 0.82190 -3.20479 1.10520
C 1.68938 3.87868 2.03821
C -3.03623 -1.86534 -3.47354
H 3.12508 2.94033 -3.80836
C 5.23333 -0.20111 0.30480
H -0.64009 1.79073 -1.13745
C -1.33765 -0.29510 1.51547
C 1.98729 1.97231 3.43532
C -3.64715 -4.19204 -2.02971
H 5.01120 0.81023 0.62048
H 1.85564 4.51076 2.94319
H -0.66381 1.68964 4.10600
F -6.41806 -3.91820 -4.34830
H -2.17185 1.34548 3.24926
H -3.79762 -5.12736 -1.48614
H 1.85773 -3.09043 -1.13798
H -1.80750 -3.81241 -0.99035
Cl 0.99547 2.01649 -4.08643
N -0.49138 0.61534 2.27589
H 2.04434 3.24067 -2.35452
C 4.00050 -1.04034 0.49774
H -2.19005 2.49308 -0.72275
C -1.12324 2.65537 -0.71280
H -1.27985 0.07653 4.12472
H -2.59407 3.43104 1.56638
C 2.33915 2.56740 -3.15580
H -2.81255 -0.96310 -4.04129
C 3.39674 -1.72533 -0.56707
C 0.01812 -0.94283 -1.88203
H 3.04197 2.03173 3.09886
C 2.25361 -1.86089 1.97453

Force components x, y, z for each atom (eV/Å):
-0.5 0.1 0.0
0.0 0.0 -0.3
0.5 0.0 0.2
-0.2 0.0 0.3
0.3 -0.1 -0.6
-0.8 -0.2 -0.3
-0.3 0.2 -0.1
0.0 -0.1 -0.1
-0.6 0.0 -0.7
0.6 0.3 0.1
-0.2 -0.6 -0.1
0.2 0.9 -0.4
0.1 0.0 0.8
0.1 0.2 0.0
-1.1 -0.9 -0.4
0.1 0.3 -0.3
0.4 -0.2 0.5
0.8 1.2 0.2
-0.9 -1.3 -0.4
-0.1 0.0 -0.2
1.7 1.2 0.5
0.0 -0.2 0.0
-0.1 -0.3 -0.4
0.1 0.5 -0.1
0.2 -0.2 -0.2
0.1 0.7 -0.2
-0.1 -0.1 0.0
-0.5 0.5 0.8
0.6 0.4 -0.1
0.1 -0.1 0.1
0.3 -0.1 -0.5
-0.1 -0.2 0.0
0.3 -0.2 0.1
0.4 -1.2 -0.1
-0.3 0.7 -0.2
0.1 0.2 0.0
0.0 0.8 1.0
-0.2 -0.2 0.2
-0.1 0.2 0.2
-0.2 -0.7 -1.0
0.1 -0.2 -0.3
-0.1 -0.1 -0.3
0.3 0.2 0.7
0.8 -0.4 0.2
0.3 0.2 0.2
-0.1 -0.2 -0.8
0.5 0.7 0.3
-0.4 0.1 0.4
0.0 0.0 0.4
-0.4 0.3 -0.2
-0.4 -0.5 -0.6
0.1 -0.2 0.2
-0.5 0.2 -0.3
0.2 -0.3 0.3
0.1 -0.1 -0.1
-0.3 0.4 0.6
-0.5 0.0 -0.4
-0.2 0.0 0.7
-0.1 -0.4 0.1
0.0 -0.1 -0.2
0.3 -0.5 0.0
0.0 -0.2 0.2
-0.4 -0.5 0.7
-0.3 -0.3 0.1
-0.5 -0.2 0.0
1.2 0.4 -0.1